No. 1
Computed, not measured: a cluster of 2 separate species, C4H10N in total at a distorted geometry, with the ωB97M-V functional and the def2-TZVPD basis.

XYZ file:
```
15
C4H10N, DFT the ωB97M-V functional and the def2-TZVPD basis
H 1.26738 1.86878 1.06234
C 0.68485 -0.68315 1.30748
H -0.77789 -1.68111 -1.48131
H -0.36820 -0.24935 -0.32778
H 1.12320 -0.26282 2.21325
H 0.46130 -1.74459 1.21115
H -0.75222 -3.22733 -0.56610
H -1.86945 -1.90468 -0.02553
H -0.32816 1.71216 -1.63884
N 0.32312 0.12534 0.34933
C 0.11829 2.23172 -0.79166
C -1.36051 -2.37860 -0.86962
H -2.15309 -2.78438 -1.49024
C 0.63067 1.48157 0.27225
H 0.17974 3.31768 -0.79793
```

Summary:
Multiplicity: 2
Energy relative to the best compared isomer or geometry (same formula, charge and spin) (kcal/mol): 52.67
Net charge: +2
LUMO (alpha / beta) (eV): -12.3 / -14.9
Highest occupied orbital energy (alpha / beta) (Ha): -0.7619 / -0.7619
Expectation value of S²: 0.756

And the Mulliken charges, in e, turn out to be: atom 1 (H): 0.396, atom 2 (C): 0.115, atom 3 (H): 0.235, atom 4 (H): 0.078, atom 5 (H): 0.275, atom 6 (H): 0.293, atom 7 (H): 0.315, atom 8 (H): 0.296, atom 9 (H): 0.337, atom 10 (N): 0.135, atom 11 (C): -0.507, atom 12 (C): -1.040, atom 13 (H): 0.314, atom 14 (C): 0.438, atom 15 (H): 0.320

***

No. 2
Computed, not measured: a cluster of 7 separate species, C12H43N13O7P in total, with the ωB97M-V functional and the def2-TZVPD basis.

XYZ file:
```
76
C12H43N13O7P, DFT the ωB97M-V functional and the def2-TZVPD basis
N -0.06217 9.54996 -1.06562
N -0.56549 0.13837 4.37611
H -0.52480 -0.16522 0.54006
H -1.28628 1.43395 0.49664
C 3.97771 -4.99704 -2.18012
H 0.25219 9.32385 -0.14200
H -0.59216 -2.65792 4.36141
N 0.06372 -3.28092 3.93025
H 3.38691 -2.69894 -0.48289
H -1.75749 -0.72632 -1.61254
C 1.37856 -3.07596 4.21794
H -2.62141 0.79474 -1.44664
H -0.27224 7.10280 -0.54869
H 2.25331 -0.95145 1.02120
N -2.17063 -5.65767 2.14443
C -0.94827 0.59648 -0.12372
H 1.49428 1.66753 -2.17245
H -3.75379 5.10720 -2.91285
H 5.69757 -5.56605 -3.10731
H -3.64073 0.05137 0.64286
H 3.82635 -1.39068 -1.58056
H -3.71978 -2.10564 -1.32231
H 2.12367 -1.76538 -1.29609
N 4.71836 -5.41927 -3.25868
H -4.42441 -4.76158 1.49312
O 4.46915 -4.81671 -1.08268
C -2.12370 0.00114 -0.87234
H -0.88871 6.58892 -2.07410
H 0.79779 2.06107 2.19896
H 0.06335 2.62736 -0.99801
H -1.45869 -0.12275 4.74479
N -3.18197 4.60737 -3.56510
C 2.85253 0.78939 -0.06670
O -1.25868 3.48797 -4.04700
C -0.52658 1.20306 3.50409
N -4.20361 -1.41456 -0.75045
O -0.90233 8.92277 -3.07412
H -1.22517 -5.95724 2.28415
H 4.33495 -5.54093 -4.17553
O 1.74730 -2.20610 4.99686
H 0.75112 -0.20237 -1.58614
H -2.92194 -6.22959 2.47842
H -3.87915 -3.37018 0.61917
P 0.39863 1.20398 -1.31657
H -0.27806 -3.95336 3.26978
H 3.22727 0.97031 -1.09205
N 0.70437 1.43608 2.98376
C 3.05539 -0.69133 0.32274
N -1.51117 4.35709 -1.97594
H 1.49816 0.87586 3.22993
H 1.98924 -4.56616 2.88625
H -0.49357 1.21210 -2.45119
H 4.00239 -0.77387 0.87242
H -4.61130 -0.78282 -1.43384
N 2.65365 -4.77129 -2.43117
O 1.54933 1.26041 0.07375
C 3.10194 -1.69905 -0.82063
C -0.53901 8.61061 -1.95456
H -0.02082 10.49823 -1.38470
H 0.25706 -0.40296 4.58439
C -3.15942 -0.69390 0.00351
H -0.67625 3.85203 -1.68851
H 2.24032 -4.86161 -3.33877
O -1.42226 -3.84377 1.00376
C -1.93009 4.11561 -3.25607
H -2.67704 -1.41994 0.66301
H 3.48798 1.38805 0.60482
H 2.11164 -4.37653 -1.68293
O -1.53561 1.82241 3.20682
C -2.36094 -4.50402 1.40248
H 3.23934 -3.72234 3.73293
H -3.51768 4.44162 -4.49410
N -3.66796 -4.19629 1.16034
N 2.26461 -3.89239 3.57438
N -0.57131 7.33549 -1.47670
H -2.08745 4.79691 -1.28319
```

Summary:
Net charge: -1
LUMO (eV): 2.1
Highest occupied orbital energy (Ha): -0.1329

And the Mulliken charges, in e, turn out to be: atom 1 (N): -0.395, atom 2 (N): -0.395, atom 3 (H): 0.189, atom 4 (H): 0.361, atom 5 (C): 0.701, atom 6 (H): 0.162, atom 7 (H): 0.193, atom 8 (N): -0.266, atom 9 (H): 0.368, atom 10 (H): 0.316, atom 11 (C): 0.634, atom 12 (H): 0.078, atom 13 (H): 0.167, atom 14 (H): -0.091, atom 15 (N): -0.390, atom 16 (C): -0.520, atom 17 (H): 0.054, atom 18 (H): 0.153, atom 19 (H): 0.216, atom 20 (H): 0.243, atom 21 (H): 0.200, atom 22 (H): 0.262, atom 23 (H): 0.211, atom 24 (N): -0.413, atom 25 (H): 0.150, atom 26 (O): -0.620, atom 27 (C): -0.540, atom 28 (H): 0.201, atom 29 (H): 0.174, atom 30 (H): -0.891, atom 31 (H): 0.180, atom 32 (N): -0.425, atom 33 (C): -0.892, atom 34 (O): -0.652, atom 35 (C): 0.670, atom 36 (N): -0.737, atom 37 (O): -0.644, atom 38 (H): 0.234, atom 39 (H): 0.152, atom 40 (O): -0.707, atom 41 (H): -0.275, atom 42 (H): 0.136, atom 43 (H): 0.261, atom 44 (P): 0.530, atom 45 (H): 0.129, atom 46 (H): 0.322, atom 47 (N): -0.262, atom 48 (C): 0.116, atom 49 (N): -0.358, atom 50 (H): 0.169, atom 51 (H): 0.160, atom 52 (H): 0.154, atom 53 (H): 0.341, atom 54 (H): 0.313, atom 55 (N): -0.340, atom 56 (O): -0.432, atom 57 (C): -1.046, atom 58 (C): 0.606, atom 59 (H): 0.215, atom 60 (H): 0.135, atom 61 (C): -0.212, atom 62 (H): 0.218, atom 63 (H): 0.161, atom 64 (O): -0.544, atom 65 (C): 0.695, atom 66 (H): 0.025, atom 67 (H): 0.316, atom 68 (H): 0.193, atom 69 (O): -0.675, atom 70 (C): 0.601, atom 71 (H): 0.201, atom 72 (H): 0.217, atom 73 (N): -0.319, atom 74 (N): -0.378, atom 75 (N): -0.305, atom 76 (H): 0.243

***

No. 3
Computed, not measured: a structure of composition C15H38BN3NbO8 at a distorted geometry, with the ωB97M-V functional and the def2-TZVPD basis.

XYZ file:
```
66
C15H38BN3NbO8, DFT the ωB97M-V functional and the def2-TZVPD basis
C -0.37923 2.23931 -1.08599
H -0.25980 0.28382 0.63719
H 0.07486 -4.89313 3.25070
O 2.97362 -5.74159 5.39342
N 4.22068 -4.04973 4.36636
H 1.02935 1.06501 1.54820
N 3.20035 -1.00723 3.78202
C -0.56492 5.49931 -8.69154
H 4.23422 -5.16333 2.58720
O 0.56203 2.02862 -0.17991
H 5.83411 -4.71187 3.23567
H -0.70914 -2.01193 4.95678
H -2.08894 -3.46743 2.70432
H -1.25403 2.49910 -3.47734
C -0.77456 3.39568 -3.08353
H 0.09065 -3.03761 1.34434
H -3.73834 -1.82148 3.16266
H -0.04557 5.88706 -9.56566
C 5.15071 -3.80628 5.48716
B 2.24563 -1.46552 2.77271
H -4.19301 -4.18621 3.83375
O 0.12940 3.04279 -2.03196
O -4.03471 5.18034 -8.58991
H -5.03973 5.65104 -6.82588
H -0.15148 3.81051 -3.87458
O -2.53528 5.20000 -6.90340
H -4.94077 3.91373 -7.21844
H -1.96693 -3.88012 4.40042
H -0.15240 3.43251 -9.12690
C -3.38354 -2.35181 4.04775
H 5.21699 -4.68797 6.12921
H -3.25733 -1.64347 4.85881
N -4.41673 -3.36947 4.39126
H 2.75443 -0.76517 4.65325
H 2.94851 -0.91772 1.09948
H -2.44594 4.02663 -1.86630
H -1.29795 5.30521 -2.23854
C -2.07908 -3.04744 3.70680
H 4.77227 -2.96867 6.06408
H 1.06359 4.22358 -8.10607
H -0.44284 6.22321 -7.88592
H 2.24978 -4.31837 2.10298
Nb 0.95170 -3.32617 2.96446
H 1.11993 -4.13687 5.72054
H -0.49638 3.74500 -7.43046
C 0.15174 1.23742 0.95257
H -1.03107 -1.20559 3.37250
H 3.91545 -1.70905 3.93937
C -5.05808 4.91591 -7.62706
H 2.16569 -2.72413 5.52213
H 6.14898 -3.59729 5.11995
C 1.86397 -3.67147 5.08455
H 4.93664 -6.01029 3.97340
C -2.80842 5.26393 -8.07264
H -0.57895 1.79459 1.54136
O -1.94712 5.42550 -9.07460
O 2.09708 -0.80964 1.55002
C -1.79606 4.42312 -2.64447
C 4.82964 -5.04123 3.48097
C -0.83472 -2.14810 3.88403
H -2.41509 4.72491 -3.49039
C -0.00324 4.14501 -8.31451
H -5.31435 -3.07461 4.02761
H -6.00437 4.98084 -8.15582
C 3.00489 -4.58786 4.98920
O -1.49684 1.79213 -1.07734
```

Summary:
Net charge: -1
LUMO (eV): 1.9
Highest occupied orbital energy (Ha): -0.1489

And the Mulliken charges, in e, turn out to be: atom 1 (C): 0.745, atom 2 (H): 0.318, atom 3 (H): -0.003, atom 4 (O): -0.646, atom 5 (N): 0.474, atom 6 (H): 0.296, atom 7 (N): -0.758, atom 8 (C): -0.180, atom 9 (H): 0.203, atom 10 (O): -0.377, atom 11 (H): 0.339, atom 12 (H): 0.390, atom 13 (H): 0.448, atom 14 (H): 0.302, atom 15 (C): -0.087, atom 16 (H): -0.007, atom 17 (H): 0.257, atom 18 (H): 0.290, atom 19 (C): -1.208, atom 20 (B): 0.573, atom 21 (H): 0.250, atom 22 (O): -0.391, atom 23 (O): -0.341, atom 24 (H): 0.285, atom 25 (H): 0.223, atom 26 (O): -0.548, atom 27 (H): 0.292, atom 28 (H): 0.390, atom 29 (H): 0.298, atom 30 (C): -0.372, atom 31 (H): 0.429, atom 32 (H): 0.308, atom 33 (N): -0.701, atom 34 (H): 0.268, atom 35 (H): 0.243, atom 36 (H): 0.332, atom 37 (H): 0.301, atom 38 (C): -0.475, atom 39 (H): 0.303, atom 40 (H): 0.355, atom 41 (H): 0.302, atom 42 (H): 0.041, atom 43 (Nb): -0.663, atom 44 (H): 0.421, atom 45 (H): 0.260, atom 46 (C): -0.727, atom 47 (H): 0.320, atom 48 (H): 0.301, atom 49 (C): -0.615, atom 50 (H): 0.293, atom 51 (H): 0.391, atom 52 (C): -1.180, atom 53 (H): 0.350, atom 54 (C): 0.803, atom 55 (H): 0.373, atom 56 (O): -0.369, atom 57 (O): -0.617, atom 58 (C): -1.040, atom 59 (C): -1.004, atom 60 (C): -1.116, atom 61 (H): 0.274, atom 62 (C): -1.043, atom 63 (H): 0.231, atom 64 (H): 0.212, atom 65 (C): 0.553, atom 66 (O): -0.566

***

No. 4
Computed, not measured: the molecule C4H6ClN at a distorted geometry, with the ωB97M-V functional and the def2-TZVPD basis.

XYZ file:
```
12
C4H6ClN, DFT the ωB97M-V functional and the def2-TZVPD basis
H 0.90150 -0.61826 -1.36686
Cl 0.72612 -0.92719 1.54167
C 0.02779 0.33460 0.38395
N 0.55107 1.44960 -1.74400
H -3.19708 -0.73308 -1.20768
C -2.30754 -0.42151 -0.74023
C -1.29880 -0.08770 -0.17460
H -0.44812 1.42965 -2.03310
H 1.89091 0.68328 -0.53929
C 0.90962 0.37500 -0.88562
H -0.03341 1.27999 0.96372
H 0.69820 2.37124 -1.31819
```

Summary:
SMILES string: C#C[C@@H](Cl)CN
Energy relative to the best compared isomer or geometry (same formula, charge and spin) (kcal/mol): 41.58
Net charge: 0
LUMO (eV): 0.9
Highest occupied orbital energy (Ha): -0.3525

And the Mulliken charges, in e, turn out to be: atom 1 (H): 0.352, atom 2 (Cl): -0.212, atom 3 (C): 0.114, atom 4 (N): -0.589, atom 5 (H): 0.429, atom 6 (C): 0.283, atom 7 (C): -0.853, atom 8 (H): 0.268, atom 9 (H): 0.357, atom 10 (C): -0.713, atom 11 (H): 0.311, atom 12 (H): 0.254

***

Number 4 is which compound? C4H6ClN

***

Among the records above, which one has the highest net charge? C4H10N